[1]
12
Properties=species:S:1:pos:R:3:nbo_charge:R:1 method="wB97M-V/def2-TZVPD" smiles=CC#C[C@@H](I)SC#N total_charge=0 orbital_gap_ev=8.96 lumo_energy_ev=-0.63 spin_multiplicity=1 energy_ev=-25672.4563
C 2.2132 1.2141 -0.4822 -0.70
C 0.7760 0.7514 -0.2508 0.10
C -0.3458 0.4266 0.0408 -0.16
C -1.6428 -0.0020 0.4284 -0.41
I -3.2791 1.4694 0.1192 0.13
S -1.9304 -1.5042 -0.7217 0.32
C -1.1720 -2.6585 0.2288 0.01
N -0.6076 -3.3054 0.9961 -0.30
H 2.8809 0.4345 -0.8874 0.25
H 2.3025 1.7366 -1.4078 0.25
H 2.4459 1.7213 0.5072 0.26
H -1.6407 -0.2838 1.4295 0.24



[2]
10
Properties=species:S:1:pos:R:3:nbo_charge:R:1 method="wB97M-V/def2-TZVPD" total_charge=+1 orbital_gap_ev=8.24 lumo_energy_ev=-7.04 spin_multiplicity=1 energy_ev=-6722.7145
C -2.5532 0.7726 0.0680 0.03
C -3.2116 -0.5291 0.0431 0.35
C -1.3537 1.2457 -0.0944 0.31
C 0.0283 0.9199 0.0516 -0.51
C -0.5012 -0.6268 -0.0464 -0.20
N -1.9962 -0.7239 -0.0584 -0.18
H 0.7715 1.4247 -0.7372 0.32
H 0.4189 1.2778 1.1547 0.30
H -0.0548 -1.0903 -0.9438 0.30
H -0.0960 -1.1146 0.8629 0.29



[3]
10
Properties=species:S:1:pos:R:3:nbo_charge:R:1 method="wB97M-V/def2-TZVPD" total_charge=+1 orbital_gap_ev="5.83 / 5.75" lumo_energy_ev="-9.12 / -9.20" spin_multiplicity=1 energy_ev=-6723.9530
C -0.0642 0.4099 -0.1167 -0.08
C -1.5368 -2.2780 -2.7132 0.40
C 0.1452 2.1722 -0.0721 0.27
C -0.3887 -2.1945 -0.3686 -0.33
C -0.0637 -0.8187 -0.1575 0.24
N -1.0543 -2.3133 -1.6451 -0.57
H 0.8665 2.5383 0.5992 0.23
H -0.4865 2.6435 -0.7612 0.23
H 0.3741 -2.8977 -0.1926 0.29
H -1.1840 -2.3607 0.2599 0.30



[4]
11
Properties=species:S:1:pos:R:3:nbo_charge:R:1 method="wB97M-V/def2-TZVPD" smiles=C#Cc1cn[nH]c1 total_charge=0 orbital_gap_ev=9.77 lumo_energy_ev=0.87 spin_multiplicity=1 energy_ev=-8227.1068
C -1.0225 -2.0934 -1.4089 -0.21
C -0.6653 -0.9511 -1.2400 -0.02
C -0.1178 0.0549 -0.3883 -0.25
C 0.1686 -0.4433 0.9008 -0.01
N 0.6792 0.4731 1.6943 -0.25
N 0.7233 1.5691 0.9155 -0.33
C 0.2586 1.3776 -0.3449 -0.02
H -1.3247 -3.1178 -1.5058 0.24
H -0.0374 -1.4816 1.1322 0.22
H 1.0901 2.4206 1.3059 0.41
H 0.2479 2.1919 -1.0609 0.23



[5]
11
Properties=species:S:1:pos:R:3:nbo_charge:R:1 method="wB97M-V/def2-TZVPD" smiles="C#CC(C#C)=NN" total_charge=0 orbital_gap_ev=8.22 lumo_energy_ev=0.13 spin_multiplicity=1 energy_ev=-8223.8660
C -0.2159 2.4667 -0.0881 -0.18
C -0.1117 1.2700 0.0002 -0.06
C 0.1811 -0.1395 -0.0624 -0.08
C 1.4928 -0.4407 -0.1172 -0.01
C 2.6844 -0.7950 0.0309 -0.22
N -0.5785 -1.2751 -0.1195 -0.11
N -1.8959 -1.1685 -0.0590 -0.59
H -0.6960 3.3781 -0.0162 0.23
H 3.7526 -0.9274 -0.0132 0.24
H -2.1158 -0.3136 0.3603 0.36
H -2.4972 -2.0551 0.0841 0.40



[6]
11
Properties=species:S:1:pos:R:3:nbo_charge:R:1 method="wB97M-V/def2-TZVPD" smiles="[H]/N=C1/C=CC=C=N1" total_charge=0 orbital_gap_ev=7.63 lumo_energy_ev=-0.44 spin_multiplicity=1 energy_ev=-8225.2407
H -2.3135 1.6072 -1.6345 0.41
N -1.4086 1.5341 -1.3005 -0.64
C -0.8041 0.9975 -0.3796 0.55
C 0.4817 0.8526 0.2442 -0.46
C 1.2015 -0.3083 0.5260 -0.06
C 0.6356 -1.6579 0.3342 -0.53
C -0.6216 -1.3923 0.2327 0.45
N -1.4268 -0.5196 0.1877 -0.46
H 1.1285 1.6817 0.1968 0.24
H 2.1732 -0.1195 1.0010 0.23
H 0.9541 -2.6754 0.5920 0.26



[7]
11
Properties=species:S:1:pos:R:3:nbo_charge:R:1 method="wB97M-V/def2-TZVPD" total_charge=0 orbital_gap_ev="8.18 / 8.18" lumo_energy_ev="0.40 / 0.40" spin_multiplicity=1 energy_ev=-8221.0610
C 0.9050 -0.8914 -0.1078 -0.12
C 1.5681 0.4566 -0.2768 -0.13
C 0.5148 0.9232 0.5751 -0.23
C -0.0613 -0.4377 0.9245 -0.12
N -0.7013 -0.6823 -0.3228 -0.32
N -1.2755 0.7947 -0.8613 -0.25
C -0.3901 1.5924 -0.3233 0.05
H 1.2273 -1.9040 -0.3759 0.22
H -0.3946 -0.8704 1.8617 0.23
H -1.1794 -1.5986 -0.4084 0.42
H -0.2131 2.6177 -0.6850 0.26



[8]
11
Properties=species:S:1:pos:R:3:nbo_charge:R:1 method="wB97M-V/def2-TZVPD" total_charge=0 orbital_gap_ev="8.64 / 7.88" lumo_energy_ev="-0.22 / -1.30" spin_multiplicity=1 energy_ev=-8223.7628
C -2.0034 1.4857 1.1275 -0.17
C -1.1696 0.9319 0.4570 -0.08
C -0.1702 0.2771 -0.3674 0.10
C 0.8427 -0.4175 0.3809 -0.13
C 1.5333 -1.5813 -0.1225 -0.10
N 1.6110 -1.4416 -1.3584 -0.11
N -0.1932 0.2924 -1.6568 -0.51
H -2.7411 1.9747 1.7258 0.24
H 1.2518 0.0511 1.2771 0.21
H 2.1223 -2.2429 0.5253 0.21
H -1.0836 0.6705 -1.9885 0.34



One value per record, in order, for energy above the lowest of the compared OMol25 structures with the same formula, charge and spin: 2.168 5.625 4.387 2.387 5.627 4.253 8.432 5.731 eV.
One value per record, in order, for strongest force on any atom: 2.6 5.8 9.5 0.7 8.7 5.5 1.5 1.5 eV/A.